(1)
Below is a molecular structure, C15H19N3O at a distorted geometry, with properties calculated with ωB97M-V with the def2-TZVPD basis set.

Calculated values
Highest occupied orbital energy   -0.308 Eh
ΔE to the lowest compared entry with this formula, charge and spin   360.6 kcal per mole

```
38
Properties=species:S:1:pos:R:3:forces:R:3:mulliken_charge:R:1
C 5.33058 0.72848 0.01253 -2.355 8.102 -4.261 -1.130
C 4.04589 0.17450 0.08434 -5.655 -0.541 2.993 0.737
C 3.70971 -0.95398 -0.49271 -4.246 -3.300 0.136 -0.677
C 2.33447 -1.60014 -0.36238 2.430 -3.286 -2.857 0.083
C 1.33416 -1.03303 0.20862 -1.164 6.200 5.041 0.118
C 1.58513 0.28748 0.97169 1.024 -1.563 -1.907 -0.557
C 2.82666 0.75802 0.94870 4.714 2.671 -2.804 -0.683
H 3.13349 1.86449 1.09870 -1.064 -1.791 0.804 0.125
H 0.83653 0.96154 1.36538 -0.510 -0.466 0.105 0.293
N 0.03715 -1.36216 0.52479 -0.236 5.951 4.299 -0.001
C -0.67331 -2.18207 -0.02686 -1.863 -12.971 -7.505 0.778
O -0.16957 -3.13468 -0.81088 -0.224 3.173 1.702 -0.766
C -2.09544 -2.59397 0.11015 0.110 12.569 6.103 -0.819
H -2.30828 -2.04593 1.29397 -0.002 -2.561 -2.357 0.086
H -2.48011 -3.44472 -0.07886 -1.535 -6.365 -0.911 0.604
C -2.91986 -1.49932 -0.62213 2.172 -4.328 -6.701 -0.980
N -2.46060 -0.25437 -0.48854 0.303 11.119 2.972 0.717
C -3.01307 0.71776 0.47135 5.095 0.532 -4.407 0.791
C -2.14164 2.03898 0.18556 -11.409 -3.896 10.233 -1.002
C -1.36670 1.72565 -0.67859 5.692 -4.891 -10.562 0.587
N -1.55281 0.44814 -1.34584 -0.042 0.225 2.995 -0.736
C -0.42555 2.68460 -1.20465 2.826 1.753 -5.425 -1.185
H 0.30693 3.11577 -0.50976 -0.781 0.223 0.110 0.294
H 0.25646 2.08673 -1.87998 -0.476 0.551 0.540 0.365
H -0.78234 3.58751 -2.13010 0.528 -2.633 3.353 0.230
H -2.27022 2.85990 0.80199 -0.068 1.565 0.776 0.450
C -4.08424 0.25376 1.30804 -4.333 14.849 -7.238 -2.019
H -3.79819 -0.22162 1.94601 5.117 -10.922 12.580 0.862
H -4.41747 1.27259 2.02498 0.869 -2.474 -2.041 0.276
H -4.94831 0.10910 0.81913 -2.982 -1.441 -1.648 0.467
H -2.55473 -1.60846 -1.82238 -1.060 -0.519 2.588 0.310
H -3.96173 -1.61037 -0.75762 -1.264 -0.097 0.776 0.615
H -0.55839 -0.62950 1.06289 1.884 -1.367 -1.046 0.228
H 2.00706 -2.64613 -0.79695 1.428 2.136 0.525 0.245
H 4.26395 -1.67069 -1.00692 1.821 -0.307 -1.062 0.421
H 6.05573 0.21675 0.33518 5.504 -4.604 2.179 0.396
H 5.52240 0.91705 -1.29654 -0.114 0.110 4.189 0.217
H 5.39626 1.68235 0.73769 -0.131 -1.405 -2.266 0.260
```
Positions in Å, forces in eV/Å.

(2)
Below is a single C15H19N3O4 molecule at a distorted geometry, with properties calculated with ωB97M-V with the def2-TZVPD basis set.

Calculated values
Highest occupied orbital energy   -0.279 Eh
ΔE to the lowest compared entry with this formula, charge and spin   104.5 kcal per mole

```
41
Properties=species:S:1:pos:R:3:forces:R:3:mulliken_charge:R:1
C -4.79040 -0.13682 -0.00218 -0.121 -3.042 -0.187 -1.056
C -3.50448 -1.08124 0.05563 -2.288 0.752 1.015 -0.656
O -3.32159 -1.64589 -1.30145 -0.649 -0.229 2.585 -0.494
C -2.19558 -0.47912 0.46087 0.078 -0.864 -1.363 0.453
N -1.80780 0.51161 -0.48771 3.208 0.949 6.056 0.050
C -1.19605 1.79042 -0.42469 -1.236 -3.370 -0.294 -0.123
O -1.34821 2.30376 -1.49632 0.547 3.021 -1.279 -0.674
C -0.33348 2.27612 0.67489 0.356 0.538 0.969 0.272
N -0.30470 1.39770 1.85122 0.587 -0.063 -0.450 -0.507
C 1.09357 2.37996 0.02615 0.056 2.320 1.304 -1.100
C 1.45997 1.10070 -0.50122 1.720 -3.606 -1.417 1.091
C 1.06185 0.44269 -1.66570 -2.568 4.647 1.868 -0.959
N 1.47708 -0.80912 -1.76346 3.555 -1.159 -2.542 0.140
C 2.63062 -0.82719 -0.93897 -0.310 -1.359 2.220 -0.165
C 3.61217 -1.81308 -0.77241 -0.349 0.360 -1.235 -0.908
C 4.73512 -1.45679 -0.03104 0.083 -0.786 0.581 -0.385
C 4.72401 -0.27065 0.73252 1.229 -1.821 0.822 -0.485
C 3.60754 0.54512 0.78305 1.570 0.110 2.292 -0.540
C 2.52925 0.23232 0.00686 -0.724 0.861 -2.840 0.498
C -1.24072 -1.66593 0.70516 0.900 0.596 -1.009 0.156
O -1.37349 -2.38637 1.65096 -0.364 -0.199 0.480 -0.607
O -0.11690 -1.76829 -0.09151 -1.223 0.273 2.254 -0.316
H -4.51852 0.63340 -0.71930 -1.080 -0.054 -0.450 0.286
H -5.60778 -1.01308 -0.21016 1.555 2.710 -0.518 0.270
H -5.19875 0.29270 0.92139 0.854 -0.020 0.085 0.346
H -3.82800 -1.72913 0.93631 0.913 -0.453 -1.667 0.382
H -3.73629 -2.50136 -1.14531 0.087 -0.278 -0.858 0.373
H -2.29341 -0.12157 1.44490 -0.277 0.898 1.140 0.525
H -2.18979 0.63000 -1.31347 -2.983 -0.932 -5.031 0.240
H -0.75684 3.30864 0.89502 0.745 -1.227 0.293 0.418
H -0.12994 0.38682 1.79700 0.027 1.181 -0.432 0.128
H -0.81783 1.64932 2.65918 -0.463 0.318 0.395 0.226
H 1.87487 2.84987 0.75309 -1.491 -1.093 -1.068 0.286
H 1.05805 3.03235 -0.83407 -0.365 0.687 -0.047 0.471
H 0.39772 0.95117 -2.36970 0.064 -0.757 0.016 0.495
H 1.63496 -1.08651 -2.75771 -0.260 -0.222 1.294 0.334
H 3.43524 -2.73044 -1.33969 0.700 0.051 0.218 0.383
H 5.60513 -2.14415 0.15753 -1.136 0.615 -0.588 0.310
H 5.60292 -0.33137 1.44542 -1.226 1.286 -0.754 0.223
H 3.60350 1.32808 1.55824 -0.232 -0.155 -0.674 0.317
H 0.46699 -2.04460 0.65064 0.508 -0.484 -1.187 0.298
```
Positions in Å, forces in eV/Å.

(3)
Below is a single C15H19N3OS2 molecule at a distorted geometry, with properties calculated with ωB97M-V with the def2-TZVPD basis set.

Calculated values
Highest occupied orbital energy   -0.291 Eh
ΔE to the lowest compared entry with this formula, charge and spin   26.9 kcal per mole

```
40
Properties=species:S:1:pos:R:3:forces:R:3:mulliken_charge:R:1
C 1.02903 1.86105 -2.10150 -0.036 -0.022 -0.051 -0.705
C 1.71847 2.42240 -1.12721 0.035 0.097 0.150 0.102
C 1.51472 2.14928 0.33994 0.192 0.350 -0.188 -1.238
N 0.82422 0.91385 0.58058 -0.469 -0.681 0.195 0.145
C -0.50813 0.76904 0.80562 -0.058 -0.076 0.212 0.185
S -1.63950 2.07543 0.90649 -0.313 0.359 0.068 -0.268
C -3.11190 1.01451 0.79208 0.547 0.351 0.136 -0.528
C -2.96327 0.08278 -0.40450 -0.285 -0.202 -0.012 0.110
O -2.40425 0.46160 -1.40239 -0.141 0.042 -0.189 -0.599
C -3.65953 -1.27213 -0.33444 0.001 -0.280 -0.279 2.287
C -5.05765 -1.04872 -0.93414 0.182 0.016 0.022 -1.847
C -3.77773 -1.84244 1.07758 0.051 0.086 -0.118 -1.916
C -2.86611 -2.24869 -1.20693 -0.045 0.219 0.012 -1.678
N -0.83532 -0.49535 0.88995 -0.492 0.785 0.248 0.235
N 0.27651 -1.21141 0.70584 1.137 -0.528 -0.239 -1.047
C 1.27848 -0.38343 0.50939 -0.865 -0.004 0.170 0.373
C 2.61232 -0.83424 0.26349 1.063 -0.082 -0.191 0.409
C 3.00048 -2.14949 0.26147 -0.277 0.403 0.059 -0.644
C 4.36581 -2.31997 -0.02746 0.246 0.084 -0.071 -0.546
C 5.00732 -1.14186 -0.24543 -0.126 0.291 0.049 -0.347
S 3.95470 0.20604 -0.10391 -0.077 -0.658 0.031 -0.112
H 1.21504 2.10751 -3.13195 0.096 0.116 -0.182 0.303
H 0.24469 1.14274 -1.92553 -0.158 -0.173 0.129 0.158
H 2.48850 3.15198 -1.33374 0.079 0.116 -0.125 0.388
H 0.91271 2.95432 0.77919 0.201 -0.093 0.048 0.467
H 2.48026 2.12688 0.85575 -0.214 0.094 0.040 0.516
H -3.95677 1.68558 0.63062 -0.018 -0.006 0.035 0.404
H -3.22134 0.48722 1.73398 -0.119 -0.031 -0.095 0.422
H -4.97964 -0.65226 -1.94397 -0.015 0.028 -0.101 0.392
H -5.59288 -1.99467 -0.97297 -0.087 -0.089 0.026 0.444
H -5.63372 -0.35069 -0.32928 -0.138 0.069 0.056 0.393
H -4.13729 -2.86741 1.01671 -0.085 -0.091 -0.010 0.481
H -4.48330 -1.28035 1.68568 -0.071 0.037 0.119 0.417
H -2.80135 -1.84871 1.55486 0.016 -0.018 0.111 0.353
H -2.72849 -1.83876 -2.20404 0.026 -0.022 -0.068 0.348
H -3.38992 -3.19809 -1.28441 -0.091 -0.118 0.032 0.452
H -1.88789 -2.41642 -0.76311 0.128 -0.069 0.000 0.350
H 2.30758 -2.94456 0.46317 -0.150 -0.139 0.040 0.497
H 4.85181 -3.27782 -0.07249 0.105 -0.145 -0.019 0.400
H 6.03938 -0.97352 -0.48039 0.222 -0.017 -0.049 0.446
```
Positions in Å, forces in eV/Å.